Below is C40H54CoN5OSiTe as an isolated structure in a non-equilibrium geometry, with properties calculated with ωB97M-V/def2-TZVPD.

As for the net charge: +1. The orbital gap (alpha / beta) comes out at 8.536 / 8.518 eV. Its multiplicity is 4. The calculation puts the energy above the lowest of the compared OMol25 structures with the same formula, charge and spin at 5.9 kcal/mol.

Each line ends with the Löwdin charge.
Element x y z (Å)
1 Co 0.20128 0.29267 0.06481  0.62
2 C 0.23324 -2.75218 -0.41590  -0.14
3 C 1.68540 -2.40217 -0.00349  -0.15
4 N 2.03438 -1.02038 -0.36107  -0.08
5 C 2.62842 -0.85953 -1.69080  -0.17
6 C 2.22156 0.48336 -2.28100  -0.17
7 N 0.78550 0.73279 -2.06278  -0.11
8 C -0.11213 -0.03003 -2.94918  -0.20
9 C -0.42728 -1.45058 -2.44001  -0.18
10 N -0.49486 -1.57756 -0.96075  -0.13
11 H -0.30010 -3.09044 0.47231  0.12
12 H 0.21565 -3.57073 -1.13651  0.12
13 H 2.38865 -3.11362 -0.44139  0.13
14 H 1.75751 -2.49326 1.06909  0.08
15 H 2.67629 -0.65204 0.33073  0.09
16 H 2.28855 -1.66844 -2.33369  0.11
17 H 3.71410 -0.92459 -1.65208  0.13
18 H 2.46467 0.50429 -3.34483  0.12
19 H 2.77694 1.28165 -1.78716  0.12
20 H 0.61352 1.71885 -2.20270  0.11
21 H 0.30572 -0.11454 -3.95487  0.12
22 H -1.03643 0.53204 -3.03844  0.07
23 H 0.32029 -2.14831 -2.80719  0.11
24 H -1.37296 -1.75245 -2.88313  0.12
25 H -1.46103 -1.69386 -0.69903  0.05
26 C 1.52116 1.93122 4.72546  -0.10
27 C 1.13221 0.44551 4.79176  -0.59
28 C -0.39017 0.29443 4.97465  -0.09
29 C 1.85944 -0.21574 5.97284  -0.08
30 Si 1.61919 -0.36440 3.13763  0.46
31 O 0.55994 -0.06152 1.96491  -0.37
32 C 1.71128 -2.23338 3.42573  -0.24
33 C 0.49603 -2.92307 3.56638  -0.11
34 C 0.45926 -4.30220 3.74438  -0.08
35 C 1.64370 -5.03083 3.78164  -0.09
36 C 2.85964 -4.37451 3.63178  -0.08
37 C 2.89030 -2.99305 3.45446  -0.10
38 C 3.34205 0.37071 2.75300  -0.22
39 C 3.44278 1.42112 1.82500  -0.12
40 C 4.66078 2.02854 1.52549  -0.09
41 C 5.82148 1.60095 2.15717  -0.09
42 C 5.74890 0.58885 3.10580  -0.07
43 C 4.52679 -0.00946 3.40256  -0.10
44 H 1.08534 2.48744 5.57105  0.09
45 H 1.18397 2.39930 3.78859  0.06
46 H 2.60681 2.05860 4.76848  0.08
47 H -0.73672 0.86761 5.84985  0.08
48 H -0.66317 -0.75466 5.14485  0.07
49 H -0.94257 0.64074 4.09000  0.06
50 H 1.56041 0.26092 6.91973  0.09
51 H 2.94965 -0.11338 5.88974  0.07
52 H 1.62267 -1.28246 6.04679  0.08
53 H -0.44235 -2.36781 3.51826  0.10
54 H -0.49369 -4.81030 3.85447  0.10
55 H 1.61834 -6.10535 3.92182  0.10
56 H 3.78726 -4.93901 3.65107  0.10
57 H 3.85333 -2.51048 3.31118  0.08
58 H 2.53760 1.78770 1.34983  0.07
59 H 4.70253 2.84617 0.80990  0.10
60 H 6.77398 2.06722 1.92726  0.10
61 H 6.64860 0.26498 3.61896  0.11
62 H 4.50285 -0.78088 4.16659  0.09
63 Te -2.96277 0.74930 -0.81077  1.45
64 C -3.60469 2.64410 -1.47766  -0.52
65 C -2.84191 3.77710 -1.20710  -0.14
66 C -3.27578 5.02036 -1.65329  -0.09
67 C -4.46082 5.12782 -2.37099  -0.06
68 C -5.21390 3.99233 -2.64638  -0.07
69 C -4.78656 2.74581 -2.20508  -0.13
70 C -3.95242 0.81111 1.05260  -0.51
71 C -4.78486 -0.23704 1.42976  -0.14
72 C -5.40188 -0.20965 2.67802  -0.07
73 C -5.19679 0.86426 3.53533  -0.07
74 C -4.37256 1.91603 3.14814  -0.08
75 C -3.74144 1.88878 1.91105  -0.14
76 H -1.90872 3.68571 -0.66152  0.07
77 H -2.68459 5.90455 -1.44551  0.10
78 H -4.79525 6.09651 -2.72261  0.11
79 H -6.13704 4.07384 -3.20827  0.11
80 H -5.37640 1.86323 -2.42063  0.10
81 H -4.96612 -1.06661 0.75346  0.09
82 H -6.05151 -1.02726 2.97502  0.11
83 H -5.68408 0.88504 4.50267  0.11
84 H -4.22025 2.75816 3.81557  0.10
85 H -3.10060 2.71190 1.60343  0.07
86 N -0.04056 2.26457 0.54136  0.14
87 C -0.37874 3.06235 1.30757  -0.23
88 N -0.76012 4.07270 2.04654  -0.05
89 C -1.47921 3.88243 3.34140  -0.12
90 C -2.11124 5.20550 3.75388  -0.16
91 C -2.79784 5.87621 2.55952  -0.16
92 C -1.78174 6.23029 1.44558  -0.15
93 C -0.47445 5.46123 1.61107  -0.12
94 H -0.80172 3.52122 4.10334  0.11
95 H -2.25186 3.12923 3.19429  0.07
96 H -1.35665 5.87385 4.17557  0.12
97 H -2.82544 4.99738 4.54894  0.12
98 H -3.32372 6.77252 2.88406  0.11
99 H -3.55582 5.19190 2.16320  0.11
100 H -1.54522 7.29549 1.45625  0.12
101 H -2.21406 6.00526 0.47007  0.06
102 H 0.16553 5.92823 2.35802  0.13
103 H 0.08438 5.43224 0.68066  0.13

=====

Below is C18H20ClFIrO2S8 as an isolated structure in a non-equilibrium geometry, with properties calculated with ωB97M-V/def2-TZVPD.

The orbital gap (alpha / beta) comes out at 5.319 / 3.519 eV. Its multiplicity is 6. The calculation puts the energy above the lowest of the compared OMol25 structures with the same formula, charge and spin at 50.4 kcal/mol.

Each line ends with the natural charge from an NBO analysis.
Element x y z (Å)
1 Ir 0.25517 -0.66466 -0.50370  0.21
2 C 1.12755 -1.31197 2.77751  -0.52
3 C 2.09828 -2.03199 1.92219  -0.54
4 S 2.51906 -1.28346 0.23674  0.37
5 C 3.32589 0.39572 0.61227  -0.53
6 C 2.36760 1.44502 1.10151  -0.54
7 S 0.65541 1.51128 0.29125  0.41
8 C -0.44189 1.79429 1.79146  -0.55
9 C -0.68585 0.58888 2.61470  -0.55
10 S -0.30964 -0.92177 1.63130  0.39
11 H 1.67002 -0.36258 3.22193  0.22
12 H 0.64837 -1.80238 3.60141  0.25
13 H 1.69673 -3.05571 1.75217  0.25
14 H 3.13352 -2.11251 2.34189  0.25
15 H 3.69629 0.78327 -0.37771  0.30
16 H 4.04530 0.15729 1.40637  0.24
17 H 2.70812 2.46584 0.82800  0.29
18 H 2.20900 1.41932 2.21417  0.21
19 H -1.35732 2.08276 1.30667  0.24
20 H -0.04086 2.62486 2.44082  0.26
21 H -1.79441 0.49422 2.94201  0.26
22 H -0.12190 0.48268 3.57426  0.23
23 S -0.60506 -3.60343 -6.94354  0.20
24 C 0.01586 -3.05574 -5.51121  -0.86
25 S 0.74442 -1.51752 -5.17635  0.56
26 C 0.67767 -1.63300 -3.41541  -0.41
27 C 0.21692 -2.83295 -2.90863  -0.49
28 S -0.01538 -2.85285 -1.21838  0.21
29 S -0.28070 -4.02940 -4.07725  0.56
30 S 1.03926 -0.12709 -2.61149  0.31
31 F -6.21217 -2.67156 1.53754  -0.34
32 C -5.06378 -2.07761 1.03677  0.39
33 C -4.96253 -0.72039 1.29919  -0.27
34 C -3.89207 -0.06490 0.64766  -0.20
35 C -2.87056 -0.75433 -0.00781  -0.08
36 C -1.74429 0.02458 -0.66886  -0.65
37 C -3.04747 -2.15276 -0.23284  -0.18
38 C -4.06274 -2.80656 0.40796  -0.27
39 H -5.76140 -0.20369 1.81461  0.24
40 H -3.70745 0.96735 0.80603  0.20
41 H -1.83799 1.09314 -0.34483  0.20
42 H -1.93762 0.14542 -1.83301  0.24
43 H -2.30472 -2.65447 -0.81395  0.21
44 H -4.08207 -3.92039 0.46694  0.24
45 Cl 2.73259 6.45373 -0.52661  -0.08
46 C 3.58106 5.16348 -1.28438  -0.53
47 C 2.71168 3.86832 -1.65930  0.75
48 O 1.49175 3.76533 -1.43915  -0.76
49 O 3.49253 3.09289 -2.26390  -0.79
50 H 4.36203 4.87358 -0.54675  0.21
51 H 3.91780 5.53242 -2.26029  0.23

=====

Below is one molecule with the formula C2H2IN3 in a non-equilibrium geometry, with properties calculated with ωB97M-V/def2-TZVPD.

The orbital gap (alpha / beta) comes out at 8.509 / 8.510 eV. The calculation puts the energy above the lowest of the compared OMol25 structures with the same formula, charge and spin at 77.6 kcal/mol.

Each line ends with the natural charge from an NBO analysis.
Element x y z (Å)
1 C -0.94211 -0.35509 0.37248  0.24
2 C -0.06876 1.57325 -0.92716  0.22
3 N -1.24664 1.57878 -0.62749  -0.49
4 N 0.27181 -0.36610 0.24199  -0.21
5 N 0.85336 0.56318 -0.54765  -0.48
6 I 1.04920 2.98276 -2.22544  0.07
7 H -1.75648 -0.86299 0.79340  0.23
8 H 1.73423 0.23732 -0.86498  0.43

=====

Below is C20H22N4O4SeTc as an isolated structure in a non-equilibrium geometry, with properties calculated with ωB97M-V/def2-TZVPD.

As for the net charge: +4. The orbital gap (alpha / beta) comes out at 4.134 / 3.265 eV. Its multiplicity is 4.

Each line ends with the natural charge from an NBO analysis.
Element x y z (Å)
1 Tc 0.19833 0.13958 0.58873  1.78
2 C -0.60393 -2.02189 -1.24758  -0.10
3 C -0.63911 -2.69712 0.09998  -0.11
4 O 0.30254 -1.89313 0.88824  -0.54
5 C 0.70602 -2.30664 2.24757  -0.10
6 C -0.22705 -1.65202 3.22105  -0.11
7 O -0.37778 -0.27370 2.75925  -0.55
8 C -1.63983 0.30185 3.21844  -0.11
9 C -1.96661 1.39207 2.24308  -0.10
10 O -1.69840 0.87686 0.88485  -0.54
11 C -2.75543 0.23047 0.09780  -0.11
12 C -2.10229 0.04833 -1.24882  -0.10
13 O -0.75579 -0.55441 -1.02185  -0.49
14 H -1.39146 -2.34645 -1.92716  0.28
15 H 0.36148 -2.12845 -1.74350  0.26
16 H -0.26400 -3.72173 0.03377  0.28
17 H -1.61273 -2.69475 0.59234  0.22
18 H 1.72858 -1.93780 2.34728  0.24
19 H 0.71303 -3.39654 2.30036  0.28
20 H 0.18470 -1.67362 4.23363  0.28
21 H -1.21361 -2.11867 3.23135  0.22
22 H -1.53313 0.70038 4.23095  0.28
23 H -2.39245 -0.48851 3.22780  0.22
24 H -1.29539 2.24707 2.34275  0.24
25 H -2.99921 1.74124 2.29366  0.28
26 H -3.61163 0.90650 0.02866  0.28
27 H -3.05746 -0.69333 0.59344  0.22
28 H -1.90153 0.99739 -1.74710  0.26
29 H -2.65714 -0.59970 -1.92670  0.28
30 Se 6.31451 4.59449 -1.12863  1.20
31 N 6.08968 2.82144 -0.88827  -0.56
32 C 4.82541 2.61501 -0.64473  0.15
33 C 4.25417 1.29459 -0.40731  -0.05
34 C 5.01546 0.12031 -0.45879  0.00
35 C 4.38011 -1.09383 -0.24803  -0.15
36 C 3.02003 -1.11120 0.02438  0.06
37 N 2.27452 0.01195 0.08792  -0.48
38 C 2.88980 1.20597 -0.13956  0.14
39 C 2.04024 2.37299 -0.13814  0.23
40 N 0.71481 2.15350 0.08814  -0.50
41 C -0.12452 3.20904 0.02639  0.07
42 C 0.31017 4.49877 -0.24025  -0.21
43 C 1.66106 4.73089 -0.44910  0.01
44 C 2.54361 3.64480 -0.40289  -0.05
45 C 3.97503 3.78339 -0.64110  0.08
46 N 4.55859 4.92420 -0.88224  -0.55
47 H 6.07749 0.16940 -0.67008  0.30
48 H 4.92339 -2.02814 -0.29259  0.28
49 H 2.49965 -2.04076 0.19724  0.22
50 H -1.16904 2.99966 0.19748  0.22
51 H -0.41181 5.30322 -0.28198  0.29
52 H 2.03472 5.72724 -0.65541  0.30

=====

What did the fourth record say?
Below is C20H22N4O4SeTc as an isolated structure in a non-equilibrium geometry, with properties calculated with ωB97M-V/def2-TZVPD.

As for the net charge: +4. The orbital gap (alpha / beta) comes out at 4.134 / 3.265 eV. Its multiplicity is 4.

Each line ends with the natural charge from an NBO analysis.
Element x y z (Å)
1 Tc 0.19833 0.13958 0.58873  1.78
2 C -0.60393 -2.02189 -1.24758  -0.10
3 C -0.63911 -2.69712 0.09998  -0.11
4 O 0.30254 -1.89313 0.88824  -0.54
5 C 0.70602 -2.30664 2.24757  -0.10
6 C -0.22705 -1.65202 3.22105  -0.11
7 O -0.37778 -0.27370 2.75925  -0.55
8 C -1.63983 0.30185 3.21844  -0.11
9 C -1.96661 1.39207 2.24308  -0.10
10 O -1.69840 0.87686 0.88485  -0.54
11 C -2.75543 0.23047 0.09780  -0.11
12 C -2.10229 0.04833 -1.24882  -0.10
13 O -0.75579 -0.55441 -1.02185  -0.49
14 H -1.39146 -2.34645 -1.92716  0.28
15 H 0.36148 -2.12845 -1.74350  0.26
16 H -0.26400 -3.72173 0.03377  0.28
17 H -1.61273 -2.69475 0.59234  0.22
18 H 1.72858 -1.93780 2.34728  0.24
19 H 0.71303 -3.39654 2.30036  0.28
20 H 0.18470 -1.67362 4.23363  0.28
21 H -1.21361 -2.11867 3.23135  0.22
22 H -1.53313 0.70038 4.23095  0.28
23 H -2.39245 -0.48851 3.22780  0.22
24 H -1.29539 2.24707 2.34275  0.24
25 H -2.99921 1.74124 2.29366  0.28
26 H -3.61163 0.90650 0.02866  0.28
27 H -3.05746 -0.69333 0.59344  0.22
28 H -1.90153 0.99739 -1.74710  0.26
29 H -2.65714 -0.59970 -1.92670  0.28
30 Se 6.31451 4.59449 -1.12863  1.20
31 N 6.08968 2.82144 -0.88827  -0.56
32 C 4.82541 2.61501 -0.64473  0.15
33 C 4.25417 1.29459 -0.40731  -0.05
34 C 5.01546 0.12031 -0.45879  0.00
35 C 4.38011 -1.09383 -0.24803  -0.15
36 C 3.02003 -1.11120 0.02438  0.06
37 N 2.27452 0.01195 0.08792  -0.48
38 C 2.88980 1.20597 -0.13956  0.14
39 C 2.04024 2.37299 -0.13814  0.23
40 N 0.71481 2.15350 0.08814  -0.50
41 C -0.12452 3.20904 0.02639  0.07
42 C 0.31017 4.49877 -0.24025  -0.21
43 C 1.66106 4.73089 -0.44910  0.01
44 C 2.54361 3.64480 -0.40289  -0.05
45 C 3.97503 3.78339 -0.64110  0.08
46 N 4.55859 4.92420 -0.88224  -0.55
47 H 6.07749 0.16940 -0.67008  0.30
48 H 4.92339 -2.02814 -0.29259  0.28
49 H 2.49965 -2.04076 0.19724  0.22
50 H -1.16904 2.99966 0.19748  0.22
51 H -0.41181 5.30322 -0.28198  0.29
52 H 2.03472 5.72724 -0.65541  0.30